Below is a 11-piece molecular cluster, C30H89N7O11 overall in a non-equilibrium geometry, with properties calculated with ωB97M-V/def2-TZVPD.

Structure (XYZ):
```
137
Properties=species:S:1:pos:R:3:forces:R:3:mulliken_charge:R:1
O 13.66550 17.45110 16.14658 -0.2406 1.5765 -0.3926 -0.467
O 17.57992 9.62479 12.37180 1.2512 0.3901 0.1211 -0.409
O 10.14468 10.03187 18.69344 -0.4987 -0.2904 0.0842 -0.206
O 12.57335 11.09303 11.18583 -1.8367 0.9641 -0.9019 -0.154
O 17.77741 14.87453 10.43988 0.0650 -0.2900 0.4266 -0.459
O 16.84712 12.45331 16.67131 -0.6254 -0.7238 -0.1784 -0.778
O 14.44728 10.92006 14.89603 -0.8328 -0.8538 0.6486 -0.609
O 10.88546 14.17946 13.35448 -0.4683 0.9442 -0.2393 0.247
O 19.68665 18.53470 14.16713 -0.8819 -0.3083 0.2778 -0.319
O 18.34020 14.61140 15.45439 1.0010 -0.3494 0.4604 -0.602
O 12.33658 11.77841 18.36446 -0.2602 -0.9905 -0.5192 -0.537
N 12.04163 6.87270 18.53669 -0.9979 0.3115 -1.2119 -0.745
N 11.35434 13.23876 15.82392 -0.6820 1.1121 -2.2547 0.622
N 19.79304 10.89838 13.64197 -0.4395 -0.9571 1.4466 -0.720
N 16.64851 12.23377 13.78464 -1.2519 1.0777 -0.6169 1.080
N 12.01632 15.94382 17.81558 -0.7463 0.0221 0.5949 -0.716
N 13.23670 11.70188 8.31037 -1.3373 0.9034 -1.4166 -0.693
N 17.03917 16.12332 13.31748 -0.1101 1.5391 0.5354 -0.094
C 10.50842 7.80653 16.82827 -0.5812 -0.2761 -0.4247 -1.307
C 21.04890 18.64670 13.98263 1.1696 -1.0131 -0.1547 -0.698
C 9.13063 12.31500 16.05285 0.2726 -0.0925 0.1611 -1.546
C 17.68874 17.38445 13.87458 -0.2233 -0.6149 -0.1010 -0.120
C 17.30254 17.54244 15.34638 -1.1427 -0.6158 -0.0105 -1.113
C 13.60705 9.75085 14.91853 -0.8476 0.8485 1.4417 -0.205
C 13.87846 14.40575 18.22824 0.6679 1.4121 0.6106 -1.087
C 11.44377 8.12810 17.98838 1.1817 0.0336 -1.3814 1.791
C 17.79415 9.37886 13.73907 0.1426 0.8089 1.0393 -0.277
C 19.74556 13.49009 10.68981 -0.8441 0.0056 0.5567 -0.914
C 10.82989 8.85293 19.12086 -1.0403 0.3686 0.8756 -1.269
C 14.24449 11.70415 13.75454 1.9065 -0.4638 -1.2054 0.499
C 19.30295 9.43670 15.62419 0.7759 -1.0455 2.4032 -1.368
C 13.16913 12.63216 9.42533 0.6071 1.1159 0.1354 0.685
C 19.05860 14.56394 9.88581 -1.1749 -1.1151 -0.3762 -0.447
C 14.07592 16.17244 16.53393 -0.1664 -0.9109 -0.8418 1.240
C 10.19946 12.72391 15.03044 0.0739 -0.1606 1.7219 1.620
C 10.90707 15.43310 12.69465 -0.6927 1.0909 -0.2482 -0.975
C 16.41960 9.15831 11.79000 -1.8061 -0.4933 0.4922 -0.515
C 12.13249 12.28135 10.44859 -0.1638 0.7750 1.6716 0.111
C 11.49489 10.51079 11.92450 0.1857 -0.1720 0.6371 -0.800
C 9.70734 13.83914 14.09186 0.7907 -0.6300 0.8196 -0.973
C 14.90302 13.73554 12.50021 0.4788 1.0546 -0.7580 1.293
C 13.45337 15.88195 17.87254 -0.0642 -1.9327 0.0817 -0.231
C 15.29235 12.83202 13.68417 -1.5222 -0.6355 0.6006 0.844
C 13.02118 14.11233 8.89656 0.5435 -0.5172 0.8003 -1.490
C 19.27334 9.59087 14.15853 -0.7843 0.1789 -2.4179 0.347
C 13.43318 17.76416 14.77945 0.5296 -2.1599 -0.7841 -0.039
C 19.19021 17.25519 13.76270 0.6935 -0.2234 0.4174 -0.621
C 9.20513 10.52794 19.65891 0.7195 0.8170 -0.5313 -0.859
H 12.55512 12.58606 18.81388 -0.2860 0.3927 0.4517 0.301
H 13.02407 14.89450 9.68301 -0.1442 -0.7320 -0.0297 0.253
H 19.53780 10.91688 12.67838 -0.0296 0.0717 -0.9211 0.323
H 10.56151 10.29671 11.36252 0.8504 -0.3046 -0.3781 0.409
H 19.15290 12.52762 10.62278 0.9504 0.8500 0.0488 0.219
H 16.20156 17.68681 15.47352 0.8083 -0.0617 -0.1425 0.044
H 8.94100 13.18374 16.69991 0.1085 -0.3358 0.0755 0.396
H 17.55379 18.31828 13.27876 -0.8654 -0.6024 0.3464 0.403
H 11.59709 15.20290 17.26791 0.1221 -0.1453 -0.2344 0.179
H 17.80340 13.92374 15.86330 -0.3212 -0.0567 0.0548 0.353
H 12.93048 10.78704 8.60695 0.0858 -0.2804 0.1689 0.316
H 17.47524 13.99728 10.72113 -0.4331 0.4378 0.0674 0.153
H 10.42090 11.81737 14.43269 0.1924 0.4488 0.0688 -0.744
H 11.08891 11.11871 12.75234 0.6899 0.3719 -0.2531 0.158
H 10.27674 15.48430 11.77462 0.3352 -0.4620 0.4317 0.239
H 14.38206 17.75557 14.21330 -0.0879 0.5261 0.2202 0.014
H 12.12317 14.28054 8.29465 0.1243 -0.2495 -0.0692 0.461
H 20.28887 9.55161 16.12110 -0.2989 0.1692 -0.7027 0.360
H 14.07660 14.45364 12.75431 0.7005 -0.6213 0.1448 -0.359
H 13.60961 15.42936 15.81333 0.7562 0.4399 0.5143 -0.571
H 12.17432 8.86804 17.59790 0.2160 -0.5918 -0.0255 -0.515
H 19.63244 15.44098 9.79291 0.6472 1.2640 0.2223 0.424
H 11.94219 15.63540 12.40841 -0.0861 -0.1638 -0.0263 0.174
H 17.39675 8.41086 14.00165 0.1519 -0.6965 0.1142 0.675
H 11.75472 12.69572 16.56808 0.0538 -0.7151 -0.1016 -0.089
H 10.16607 8.65309 16.17710 0.3610 -0.3703 1.0762 0.123
H 8.44810 9.79205 19.95254 0.1686 0.0787 -0.1633 0.303
H 13.92591 14.32654 8.33063 -0.1803 -0.0223 -0.4337 0.412
H 15.04496 13.42788 14.56750 0.7753 0.1166 0.2673 -0.368
H 14.40163 11.08528 12.84870 -0.2066 0.0466 0.2228 -0.416
H 12.90666 18.71248 14.64411 0.1738 -0.2012 0.4343 0.366
H 18.85212 14.22302 8.87723 0.3184 -0.2157 -0.4438 0.320
H 11.71287 16.83141 17.44572 -0.0160 0.1255 -0.0708 0.345
H 8.94608 13.36203 13.44508 0.0293 0.7260 0.0751 0.342
H 8.17816 12.05994 15.58619 0.0325 -0.2278 -0.0854 0.493
H 13.76040 16.58607 18.64410 0.4275 0.0042 -0.0417 0.409
H 9.33098 14.69396 14.72650 0.2513 -0.6585 -0.8793 0.327
H 15.70624 9.97175 11.62581 -0.1646 0.1255 0.1862 -0.014
H 15.17651 16.01505 16.62832 -0.5128 0.3903 -0.5996 -0.053
H 10.15438 8.18216 19.65520 -0.2389 0.0050 0.0652 0.411
H 17.79353 18.38288 15.78620 0.3160 0.6733 0.1512 0.578
H 13.43067 14.11808 19.18598 0.1567 0.1581 -0.0545 0.580
H 11.15483 12.14139 9.94451 0.2537 -0.2531 0.3721 0.521
H 15.86051 8.37238 12.39745 0.8925 0.7174 -0.6670 0.260
H 17.34986 12.99391 13.75157 -0.3030 -0.8636 -0.4469 -0.436
H 9.62312 7.27519 17.22155 0.2409 0.1460 -0.3291 0.350
H 14.55434 13.27556 11.55128 0.4658 -0.2674 0.8569 -1.423
H 16.02005 16.24870 13.21405 0.6718 0.0767 0.4283 0.004
H 12.50057 12.03450 7.63668 0.9927 -0.6891 0.5909 0.335
H 13.56724 13.71947 17.46356 -0.3224 -0.2064 -0.4984 -0.268
H 16.70532 11.51532 13.04225 0.6936 0.8744 0.4115 0.018
H 14.13678 12.56142 9.94184 -0.1501 0.1256 -0.1687 -0.247
H 19.49378 17.08099 12.70681 -0.0932 -0.0995 0.3763 0.419
H 9.76166 10.89667 20.52901 -0.1882 -0.2576 0.2079 0.350
H 19.00546 8.39926 15.93479 0.0013 0.7900 -0.4479 0.344
H 19.20004 11.59813 14.07163 0.1243 0.4462 0.1871 0.155
H 20.75825 13.42295 10.33278 0.4228 -0.6556 -0.1089 0.464
H 12.01644 13.61039 15.12738 -0.0299 -0.4284 0.9517 -0.397
H 19.58906 16.43077 14.41949 -0.2000 0.7195 -0.5771 0.413
H 12.87286 16.93086 14.24099 0.0880 0.8383 0.8788 -0.158
H 12.02972 13.15794 11.18766 -0.0151 -1.2704 -0.8238 -0.396
H 11.95651 9.62989 12.40077 -0.5997 0.0581 -0.3879 0.219
H 17.28963 10.10397 14.38314 -0.6219 -0.0148 -0.2861 -0.111
H 13.26788 12.12759 13.65013 -0.9761 0.2654 0.3163 0.247
H 12.75849 7.07112 19.20384 0.5494 -0.0414 0.1422 0.238
H 17.60086 16.64589 15.92929 -0.2003 0.4969 -0.5046 0.262
H 21.25316 18.34392 12.94016 0.4835 0.3798 0.1535 0.281
H 11.61881 9.15174 19.79800 0.3170 0.0621 0.5014 0.345
H 21.61459 17.93936 14.64132 -0.3001 0.4106 -0.3277 0.274
H 9.50953 11.44362 16.65104 -0.4714 0.8093 -0.4134 0.043
H 16.68503 11.96231 15.83122 0.1561 0.4273 0.1923 0.224
H 14.98082 14.29476 18.30022 -0.5738 0.2244 0.1052 0.373
H 13.72993 9.21581 15.90252 -0.0921 0.9077 -0.8043 0.139
H 19.78647 13.82282 11.74275 0.0051 -0.3016 -0.3110 0.192
H 16.07471 12.20495 17.20720 0.3823 0.2473 -0.1370 0.307
H 17.91784 14.94755 14.66386 -0.7513 0.1119 -0.4351 0.221
H 10.56302 16.34160 13.28437 0.3283 -1.2791 0.0066 0.355
H 17.35468 16.00727 12.37240 0.3416 -0.2131 -0.6919 0.202
H 12.35194 6.21309 17.80526 -0.0752 0.8350 0.6908 0.260
H 13.90590 9.03661 14.18181 0.1884 -0.3704 -0.9476 0.267
H 18.63732 10.12180 16.17011 0.0168 -0.0061 -0.4036 0.162
H 16.63767 8.80477 10.80003 0.2263 -0.5726 -0.4173 0.364
H 19.79866 8.82833 13.59487 0.6760 -0.3056 0.3380 0.422
H 21.40300 19.65766 14.19623 -0.2802 -0.0667 -0.1488 0.248
H 11.02700 7.14214 16.12091 -0.1060 -0.0449 0.2717 0.432
H 12.50104 10.02069 14.78282 1.4239 -0.2911 0.1902 -0.097
H 15.79415 14.35106 12.24902 -0.6431 -0.2752 0.0310 -0.472
H 11.44874 11.44613 18.60384 0.4096 0.2144 0.0307 0.318
H 8.76062 11.42725 19.19126 -0.0830 -0.6321 0.2057 0.223
```
Forces are in eV/Å.

Energy above the lowest of the compared OMol25 structures with the same formula, charge and spin in kcal per mole: 4.3
Multiplicity: 1
SMILES: COC[C@H](C)N.COC[C@H](C)N.COC[C@H](C)N.COC[C@H](C)N.COC[C@H](C)N.COC[C@H](C)N.COC[C@H](C)N.CCO.O.O.O
Electronic energy in Eh: -2407.1545
Net charge: 0
Kohn-Sham gap in eV: 9.2